C40H42B3Cl2NO7 as an isolated structure, computed with ωB97M-V/def2-TZVPD.

CARTESIAN COORDINATES (ANGSTROEM)
C1 4.484 2.973 2.937
C2 3.560 2.267 1.936
C3 3.565 2.823 0.496
C4 3.777 4.321 0.367
C5 2.643 5.129 1.020
C6 3.119 6.331 1.807
C7 1.979 7.226 2.349
B1 0.674 6.426 2.630
O1 0.298 6.020 3.887
B2 -0.745 5.126 3.866
C8 -2.013 5.166 4.785
N1 -3.292 5.287 4.028
C9 -3.778 4.017 3.470
O2 -0.666 4.120 2.885
B3 -0.544 4.711 1.670
C10 -0.756 3.953 0.296
Cl1 -0.915 2.206 0.580
C11 -1.936 4.652 -0.467
C12 -1.379 5.725 -1.384
Cl2 -2.947 3.518 -1.386
O3 -0.193 6.049 1.589
H1 4.907 2.231 3.609
H2 3.928 3.658 3.565
H3 5.319 3.479 2.470
H4 3.758 1.203 1.919
H5 2.543 2.358 2.311
H6 4.303 2.280 -0.090
H7 2.598 2.584 0.055
H8 4.750 4.641 0.725
H9 3.747 4.534 -0.700
H10 1.945 5.432 0.248
H11 2.102 4.431 1.665
H12 3.724 6.930 1.129
H13 3.802 6.018 2.587
H14 1.792 8.040 1.653
H15 2.310 7.685 3.275
H16 -2.049 4.213 5.310
H17 -1.981 5.930 5.557
H18 -3.120 5.907 3.242
H19 -3.531 3.177 4.109
H20 -3.377 3.781 2.485
H21 -4.859 4.059 3.363
H22 0.152 4.104 -0.271
H23 -2.545 5.158 0.272
H24 -2.076 5.977 -2.170
H25 -1.191 6.616 -0.794
H26 -0.432 5.433 -1.823
C13 -0.498 0.194 -3.705
C14 -0.485 0.557 -2.360
C15 0.232 -0.200 -1.448
C16 0.924 -1.327 -1.875
C17 0.893 -1.700 -3.220
C18 0.190 -0.928 -4.135
C19 1.592 -2.929 -3.687
O4 1.567 -3.250 -4.858
C20 2.307 -3.759 -2.680
C21 2.915 -4.941 -3.084
C22 3.594 -5.718 -2.162
C23 3.674 -5.315 -0.833
C24 3.066 -4.141 -0.424
C25 2.374 -3.363 -1.343
C26 1.698 -2.120 -0.880
O5 1.768 -1.766 0.279
H27 -1.050 0.792 -4.419
H28 -1.030 1.429 -2.031
H29 0.255 0.075 -0.405
H30 0.181 -1.212 -5.179
H31 2.852 -5.247 -4.119
H32 4.063 -6.641 -2.477
H33 4.209 -5.923 -0.115
H34 3.120 -3.826 0.609
C27 -3.934 -9.998 -0.145
C28 -3.873 -9.390 1.105
C29 -3.545 -8.050 1.212
C30 -3.267 -7.311 0.069
C31 -3.309 -7.926 -1.184
C32 -3.652 -9.268 -1.287
C33 -2.976 -7.165 -2.421
O6 -3.019 -7.698 -3.511
C34 -2.581 -5.736 -2.282
C35 -2.217 -5.020 -3.415
C36 -1.857 -3.688 -3.305
C37 -1.868 -3.058 -2.062
C38 -2.228 -3.770 -0.930
C39 -2.578 -5.111 -1.033
C40 -2.932 -5.865 0.201
O7 -2.946 -5.321 1.285
H35 -4.198 -11.044 -0.226
H36 -4.084 -9.965 1.998
H37 -3.502 -7.571 2.180
H38 -3.693 -9.736 -2.261
H39 -2.211 -5.510 -4.379
H40 -1.566 -3.137 -4.189
H41 -1.595 -2.018 -1.976
H42 -2.235 -3.290 0.039

***

C40H42Br3N2O4PS as an isolated structure in a non-equilibrium geometry, computed with ωB97M-V/def2-TZVPD.

CARTESIAN COORDINATES (ANGSTROEM)
C1 8.279 -1.755 0.578
O1 7.269 -0.771 0.155
C2 7.163 0.359 1.094
C3 7.175 1.784 0.254
C4 6.181 1.804 -1.053
C5 5.088 3.060 -0.951
C6 4.014 3.097 -2.189
C7 2.450 3.380 -1.726
C8 2.043 2.182 -0.683
C9 0.444 1.749 -0.739
C10 -0.609 2.330 0.423
C11 -0.139 3.344 1.650
C12 -0.488 2.714 3.159
C13 -0.454 1.105 3.515
C14 -0.836 0.510 5.029
C15 -1.268 1.522 6.280
C16 -1.313 3.141 5.919
C17 -0.930 3.733 4.407
C18 -2.159 1.798 0.305
C19 -2.649 0.743 -0.897
C20 -1.607 0.202 -2.082
P1 -2.324 -0.952 -3.425
O2 -3.793 -0.521 -3.931
O3 -2.421 -2.581 -2.729
O4 -1.352 -1.103 -4.865
C21 -0.056 0.727 -1.965
C22 1.012 0.173 -3.089
C23 1.183 -1.470 -2.837
C24 1.950 -2.407 -3.984
C25 2.165 -4.039 -3.745
C26 1.641 -4.825 -2.374
C27 0.886 -3.899 -1.249
C28 0.676 -2.258 -1.489
N1 -4.078 0.250 -0.974
C29 -4.590 -0.285 0.345
C30 -5.324 -1.778 0.509
C31 -5.858 -2.293 1.976
C32 -6.530 -3.813 2.076
C33 -5.641 -4.967 2.872
C34 -6.429 -6.443 2.838
C35 -7.861 -6.456 2.063
N2 -8.633 -5.367 1.398
C36 -7.987 -4.023 1.389
C37 -5.759 -1.376 3.369
C38 -5.030 0.104 3.210
C39 -4.453 0.605 1.755
S1 -3.552 2.275 1.525
H1 8.662 -2.298 -0.398
H2 7.825 -2.612 1.273
H3 9.193 -1.295 1.152
H4 8.020 0.387 1.912
H5 6.147 0.328 1.712
H6 6.853 2.621 1.006
H7 8.286 1.918 -0.155
H8 6.768 1.949 -2.082
H9 5.554 0.806 -1.063
H10 4.605 2.962 0.118
H11 5.759 4.044 -0.909
H12 4.412 3.898 -2.978
H13 4.036 2.062 -2.771
H14 1.791 3.297 -2.698
H15 2.284 4.434 -1.233
H16 2.687 1.224 -0.985
H17 2.411 2.471 0.401
H18 -0.673 4.406 1.583
H19 1.012 3.564 1.667
H20 -0.183 0.303 2.694
H21 -0.790 -0.664 5.233
H22 -1.560 1.080 7.346
H23 -1.646 3.927 6.752
H24 -0.991 4.894 4.179
H25 -2.272 -3.172 -3.547
H26 -1.571 -0.313 -5.454
H27 2.095 0.614 -2.992
H28 0.668 0.412 -4.207
H29 2.354 -1.881 -4.950
H30 2.700 -4.711 -4.559
H31 1.801 -5.994 -2.203
H32 0.498 -4.396 -0.256
H33 0.150 -1.694 -0.593
H34 -4.646 1.124 -1.185
H35 -5.484 -2.509 -0.400
H36 -4.604 -4.788 3.383
H37 -5.933 -7.404 3.337
H38 -8.383 -7.532 2.023
H39 -8.576 -3.131 0.858
H40 -6.165 -1.725 4.411
H41 -4.929 0.783 4.157
C40 -0.619 4.704 -4.151
Br1 -0.471 2.896 -3.449
Br2 -1.431 4.730 -5.919
Br3 -1.542 5.888 -2.914
H42 0.400 5.088 -4.262

***

C40H42BrMgN2O3P3 as an isolated structure, computed with ωB97M-V/def2-TZVPD.

Results
**Net charge**: +2

CARTESIAN COORDINATES (ANGSTROEM)
Mg1 0.167 0.705 0.380
C1 1.861 0.493 3.578
N1 2.869 -0.319 2.928
C2 3.503 0.298 1.792
P1 2.678 0.103 0.131
C3 2.896 -1.584 -0.478
C4 3.052 -2.660 0.394
C5 3.104 -3.954 -0.104
C6 2.991 -4.183 -1.466
C7 2.832 -3.115 -2.339
C8 2.784 -1.821 -1.849
C9 3.720 1.179 -0.879
C10 4.844 0.692 -1.544
C11 5.678 1.564 -2.226
C12 5.405 2.925 -2.240
C13 4.297 3.418 -1.565
C14 3.455 2.548 -0.892
C15 3.532 -1.345 3.663
C16 2.954 -1.877 4.817
C17 3.580 -2.888 5.527
C18 4.792 -3.409 5.108
C19 5.364 -2.900 3.956
C20 4.748 -1.887 3.237
P2 0.176 0.089 2.911
C21 -0.116 -1.628 3.373
C22 -0.608 -1.984 4.631
C23 -0.733 -3.319 4.972
C24 -0.364 -4.306 4.066
C25 0.119 -3.962 2.813
C26 0.235 -2.624 2.466
C27 -1.031 1.095 3.817
C28 -2.335 0.626 3.988
C29 -3.300 1.434 4.571
C30 -2.973 2.716 4.990
C31 -1.677 3.186 4.830
C32 -0.711 2.383 4.242
H1 2.063 1.556 3.407
H2 1.869 0.350 4.659
H3 4.535 -0.027 1.678
H4 3.552 1.388 1.918
H5 3.148 -2.505 1.461
H6 3.248 -4.781 0.578
H7 3.036 -5.193 -1.851
H8 2.758 -3.288 -3.404
H9 2.686 -0.991 -2.542
H10 5.072 -0.367 -1.538
H11 6.546 1.177 -2.741
H12 6.062 3.599 -2.773
H13 4.090 4.480 -1.566
H14 2.597 2.953 -0.365
H15 1.998 -1.533 5.177
H16 3.105 -3.271 6.421
H17 5.279 -4.197 5.664
H18 6.310 -3.287 3.602
H19 5.244 -1.549 2.340
H20 -0.892 -1.220 5.345
H21 -1.114 -3.593 5.946
H22 -0.459 -5.348 4.339
H23 0.400 -4.730 2.106
H24 0.621 -2.364 1.483
H25 -2.600 -0.383 3.696
H26 -4.303 1.055 4.713
H27 -3.722 3.342 5.456
H28 -1.413 4.175 5.179
H29 0.294 2.772 4.132
C33 0.060 6.003 0.766
O1 0.372 4.709 0.188
P3 -0.429 3.394 0.596
O2 0.008 2.469 -0.720
C34 0.015 2.973 -2.089
O3 -1.941 3.817 0.284
C35 -3.023 3.300 1.099
H30 0.647 6.726 0.209
H31 0.354 6.015 1.815
H32 -1.000 6.212 0.653
H33 -0.996 3.268 -2.363
H34 0.372 2.161 -2.717
H35 0.696 3.816 -2.146
H36 -3.839 3.064 0.421
H37 -3.326 4.073 1.801
H38 -2.710 2.408 1.645
Br1 -4.513 -2.505 1.482
C36 -3.631 -1.414 0.239
C37 -4.201 -1.085 -0.983
C38 -3.483 -0.269 -1.845
C39 -2.241 0.193 -1.455
N2 -1.691 -0.123 -0.275
C40 -2.374 -0.921 0.549
H39 -5.180 -1.458 -1.251
H40 -3.882 0.007 -2.810
H41 -1.662 0.838 -2.103
H42 -1.904 -1.187 1.486

***

| no. | Kohn-Sham gap (eV) | HOMO energy (eV) | E_tot (Ha) |
| --- | --- | --- | --- |
| 1 | 8.06 | -9.0 | -3126.154430 |
| 2 | 7.08 | -8.0 | -10419.900139 |
| 3 | 7.26 | -12.4 | -5682.502724 |